70
Properties=species:S:1:pos:R:3:lowdin_charge:R:1 method="wB97M-V/def2-TZVPD" gap_ev=7.91 smiles="CCCc1cc2c(c(Br)c1O)N(/C(Br)=C(/C)Br)c1c(P(=N)(O)O)cc(CC=O)c(CCO[Si](C)(C)C)c1S2" e_lumo_ev=-0.6 de_lowest_kcal_mol=0.0
C 7.043 -1.295 -4.042 -0.127
C 5.631 -0.998 -4.745 -0.243
C 4.998 0.391 -4.237 -0.169
C 4.227 0.096 -2.872 -0.112
C 2.762 -0.389 -2.779 -0.019
C 2.104 -0.652 -1.414 -0.360
C 2.822 -0.476 -0.018 -0.220
C 4.292 0.074 -0.150 -0.440
Br 5.427 0.519 1.434 0.665
C 4.973 0.348 -1.533 -0.207
O 6.323 0.845 -1.569 -0.075
N 2.193 -0.744 1.284 -0.096
C 1.883 -2.154 1.561 -0.569
Br 0.029 -2.814 1.998 0.718
C 2.836 -3.226 1.613 -0.652
C 2.410 -4.757 1.931 -0.199
Br 4.753 -2.929 1.325 0.692
C 0.931 0.072 1.304 -0.209
C 0.637 1.070 2.471 -0.133
P 1.815 1.325 3.940 0.650
N 1.012 1.025 5.304 -0.218
O 2.316 2.949 4.024 -0.217
O 3.209 0.353 3.837 -0.260
C -0.663 1.954 2.465 0.008
C -1.730 1.854 1.342 -0.111
C -3.021 2.781 1.446 -0.126
C -2.740 4.345 1.282 -0.190
O -3.178 5.131 2.166 -0.009
C -1.443 0.852 0.166 -0.106
C -2.540 0.719 -1.018 -0.124
C -3.749 -0.150 -0.350 -0.267
O -4.867 -0.339 -1.245 -0.250
Si -6.402 -0.264 -0.439 0.475
C -6.384 -0.801 1.398 -0.188
C -7.674 -1.435 -1.321 -0.200
C -7.007 1.562 -0.580 -0.185
C -0.149 0.016 0.152 -0.344
S 0.313 -1.172 -1.226 0.876
H 6.821 -1.855 -3.056 0.083
H 7.642 -0.363 -3.776 0.071
H 7.672 -2.023 -4.676 0.078
H 4.914 -1.855 -4.458 0.114
H 5.734 -0.972 -5.881 0.103
H 5.852 1.157 -4.094 0.109
H 4.275 0.849 -5.007 0.119
H 2.175 -0.543 -3.758 0.114
H 6.304 1.665 -2.118 0.110
H 3.374 -5.363 2.139 0.065
H 1.804 -4.833 2.911 0.063
H 1.902 -5.266 1.046 0.081
H 0.052 0.729 5.060 -0.031
H 1.785 3.410 4.710 0.070
H 3.236 -0.195 4.664 0.088
H -0.850 2.705 3.308 0.113
H -3.836 2.497 0.680 0.099
H -3.474 2.627 2.496 0.138
H -2.174 4.717 0.356 0.138
H -2.933 1.752 -1.321 0.117
H -2.107 0.228 -1.951 0.098
H -3.278 -1.188 -0.146 0.143
H -4.001 0.390 0.628 0.084
H -5.351 -0.769 1.901 0.037
H -6.842 -1.824 1.611 0.043
H -7.021 -0.021 1.971 0.050
H -8.702 -1.292 -0.812 0.050
H -7.342 -2.502 -1.037 0.040
H -7.705 -1.285 -2.450 0.039
H -6.101 2.247 -0.448 0.025
H -7.438 1.717 -1.634 0.048
H -7.777 1.775 0.237 0.041